Record 1
C29H31AsNO3PReS4Si as an isolated structure, computed with ωB97M-V/def2-TZVPD.

Results
**Relative energy (zero: lowest compared OMol25 entry of this formula, charge and spin)**: 0.000 eV
**Frontier orbital gap (spin up / spin down)**: 6.64 / 6.64 eV
**Charge**: +1
**Total energy**: -161683.46771 eV

XYZ file:
```
72
Properties=species:S:1:pos:R:3:forces:R:3:lowdin_charge:R:1
Re -0.591992 -0.514924 0.007098 -0.5705 0.2089 1.5065 1.24
O -2.252598 -1.247059 -3.635395 -0.1472 -0.0657 -0.0265 0.18
C -1.517375 -0.778054 -2.837363 0.0178 -0.1054 0.3705 -0.58
O -1.634011 -1.089409 -1.483597 0.3077 0.1013 -0.4437 -0.30
C -0.382348 0.176788 -3.121936 0.1084 0.0754 0.1135 -0.20
P -0.347577 1.325413 -1.688831 -0.1824 0.1648 -0.4894 0.96
C -1.764451 2.388503 -2.103663 0.0111 0.0484 -0.0032 -0.41
C -1.597783 3.599121 -2.775741 0.0240 -0.0789 -0.0066 -0.07
C -2.705243 4.353670 -3.132245 0.0006 0.0119 -0.0053 -0.05
C -3.983632 3.904071 -2.834738 0.0038 -0.0144 0.0306 -0.05
C -4.157437 2.691187 -2.183235 0.0424 -0.0114 -0.0142 -0.05
C -3.053960 1.936321 -1.813936 -0.0196 0.0158 -0.0528 -0.15
C 1.156898 2.313388 -1.809960 0.0668 -0.0259 0.1459 -0.36
C 2.276367 1.823934 -2.481223 -0.0091 0.0080 -0.0054 -0.08
C 3.443189 2.573628 -2.528947 0.0007 -0.0372 0.0228 -0.07
C 3.499609 3.811818 -1.906645 -0.0148 0.0343 0.0191 -0.06
C 2.394005 4.296012 -1.219526 -0.0087 -0.0096 -0.0123 -0.06
C 1.229895 3.547310 -1.159285 -0.0059 -0.0469 -0.0273 -0.12
H -0.540916 0.678328 -4.072709 -0.0165 -0.0376 -0.0486 0.12
H 0.536891 -0.412770 -3.168041 0.0166 0.0120 0.0192 0.09
H -0.608141 3.955161 -3.027978 0.0127 0.0118 0.0073 0.11
H -2.567054 5.293916 -3.649864 0.0018 -0.0121 0.0096 0.11
H -4.844458 4.497836 -3.112093 0.0058 -0.0107 -0.0088 0.11
H -5.152353 2.328115 -1.962981 0.0078 0.0065 0.0152 0.12
H -3.211226 0.996559 -1.298909 0.0150 -0.0168 -0.0072 0.08
H 2.248008 0.862509 -2.977474 0.0145 0.0232 -0.0275 0.10
H 4.306380 2.187829 -3.054790 -0.0085 0.0139 -0.0175 0.11
H 4.405655 4.401462 -1.953717 -0.0004 -0.0138 -0.0038 0.12
H 2.436452 5.259192 -0.728185 -0.0011 -0.0184 0.0163 0.12
H 0.378434 3.925107 -0.608239 -0.0148 0.0389 -0.0117 0.07
S 0.421880 4.907147 2.685016 0.0591 0.2150 -0.1654 0.11
As -0.731056 3.276838 2.887774 0.0132 -0.1239 0.1658 -0.14
S -1.706324 2.702046 0.987498 0.0136 0.2334 -0.0458 0.13
S -1.973735 0.676641 1.354868 0.3664 -0.6464 -0.3757 0.20
S -1.152522 2.088111 4.448608 -0.0373 -0.1262 0.1418 0.13
C 3.036229 1.784751 1.339762 0.0339 0.2128 -0.1050 -0.14
Si 2.438297 0.078525 1.682932 -0.0361 -0.1088 0.1121 0.37
C 3.594501 -1.243263 1.122377 0.1350 -0.1328 -0.1726 -0.15
C 1.977268 -0.157767 3.450824 -0.1836 -0.0208 0.1814 -0.14
O 0.985998 -0.129791 0.792225 0.1529 0.0461 -0.6355 -0.50
H 3.813189 2.054822 2.060802 -0.0212 -0.0160 -0.0253 0.06
H 2.224566 2.509385 1.445133 0.0474 0.0266 0.0200 0.01
H 3.455921 1.891713 0.336453 -0.0476 -0.0117 0.0241 0.03
H 4.480622 -1.228990 1.764056 -0.0176 -0.0289 -0.0417 0.05
H 3.931887 -1.105397 0.092429 -0.0130 -0.0032 0.0194 0.04
H 3.138862 -2.232591 1.207912 0.0250 0.0047 0.0162 0.04
H 2.837341 0.069683 4.086773 -0.0097 -0.0395 -0.0122 0.05
H 1.665528 -1.186077 3.650236 0.0169 0.0203 0.0006 0.04
H 1.160585 0.500279 3.757006 0.0328 -0.0099 -0.0176 -0.01
C -2.166345 -3.194934 4.718306 0.0312 -0.0124 -0.0162 -0.07
C -2.979451 -2.467563 3.863277 0.0092 0.0322 0.0037 -0.06
C -2.553956 -2.174813 2.574522 -0.1613 -0.0685 -0.1071 -0.08
C -1.310454 -2.606006 2.143377 0.0976 0.0817 -0.2969 -0.30
C -0.507231 -3.370182 2.983235 0.1149 0.0317 0.1051 -0.03
C -0.934248 -3.657025 4.270029 -0.0111 0.0202 -0.0325 -0.06
N -0.800094 -2.254580 0.845251 -0.3358 -0.1278 -0.1046 -0.14
C -0.407609 -3.336666 0.000755 -0.0562 0.2438 0.4218 -0.29
C 0.637535 -3.147042 -0.898532 0.1741 0.1266 -0.0263 -0.06
C 0.957081 -4.134927 -1.821202 -0.0049 0.0277 0.0135 -0.06
C 0.240738 -5.319870 -1.832402 -0.0281 -0.0246 0.0350 -0.06
C -0.789294 -5.517368 -0.915783 0.0351 0.0307 -0.0011 -0.05
C -1.114702 -4.535389 0.003594 -0.0739 -0.0854 -0.1696 0.00
H -2.493888 -3.413147 5.725777 -0.0066 -0.0152 -0.0140 0.11
H -3.954513 -2.131531 4.191278 0.0157 -0.0112 -0.0014 0.11
H -3.215315 -1.666419 1.884179 0.0204 0.0590 0.0159 0.08
H 0.455219 -3.722518 2.630342 -0.0245 -0.0055 0.0039 0.12
H -0.301628 -4.243033 4.923550 -0.0058 0.0088 0.0056 0.11
H 1.251830 -2.246217 -0.838051 0.0146 -0.0696 0.0017 0.09
H 1.779650 -3.988609 -2.508903 -0.0138 0.0117 0.0003 0.11
H 0.490465 -6.095112 -2.543855 -0.0134 -0.0006 0.0076 0.11
H -1.349969 -6.442690 -0.925440 0.0165 0.0028 0.0011 0.12
H -1.932090 -4.675391 0.698162 0.0180 -0.0169 0.0055 0.13
```
Forces are in eV/Å.



Record 2
A 2-piece molecular cluster, CH4N3O2 overall, computed with ωB97M-V/def2-TZVPD.

Results
**Relative energy (zero: lowest compared OMol25 entry of this formula, charge and spin)**: 0.419 eV
**Frontier orbital gap**: 9.51 eV
**Charge**: +1
**Total energy**: -9656.54422 eV

XYZ file:
```
10
Properties=species:S:1:pos:R:3:forces:R:3:lowdin_charge:R:1
C 1.553773 -1.097088 0.656944 1.9105 -0.0716 -0.3528 -0.40
N 2.650996 -1.166056 1.038905 2.5918 0.3385 0.8952 0.26
N -0.867554 0.990278 -0.626485 -0.0914 5.9838 -0.8693 0.25
N -1.918771 0.425903 -0.221154 -0.1519 -2.7524 -0.4848 -0.11
O 0.502110 -1.111368 0.193007 -3.6084 -0.0253 -0.9031 0.12
O -3.030796 0.780599 -0.004678 0.8571 0.8178 0.0131 0.22
H 3.556545 -0.749316 0.809052 -0.7501 -0.4402 0.3855 0.14
H -1.626408 -0.569736 -0.216352 -0.9761 -0.7200 0.7910 0.20
H -0.755462 2.027059 -0.808248 -0.9613 -1.3564 0.4568 0.22
H -0.064433 0.469724 -0.820992 1.1798 -1.7743 0.0685 0.10
```
Forces are in eV/Å.



What is the charge in the second record? +1



The lowest relative energy (zero: lowest compared OMol25 entry of this formula, charge and spin) belongs to which entry? C29H31AsNO3PReS4Si



Look up the total energy of the second one. -9656.54422 eV



The highest total energy belongs to which entry? CH4N3O2